1.
Below is a structure of composition C16H40AuIO2P2Si2 in a non-equilibrium geometry, with properties calculated with ωB97M-V/def2-TZVPD.

E_LUMO (spin up / spin down) = -6.043 / -9.966 eV
HOMO-LUMO gap (spin up / spin down) = 0.2584 / 0.1972 hartree
highest occupied orbital energy (spin up / spin down) = -13.08 / -15.33 eV
<S²> = 2.0096
largest force on an atom = 0.0867 Eh/bohr

Structure (ORCA input):
```
! RIJCOSX wB97M-V def2-TZVPD def2/J DEFGRID3
* xyz 2 3
C -0.02 -0.17 -5.73
C -0.04 0.10 -4.27
H -0.01 0.77 -6.30
H -0.92 -0.74 -6.01
H 0.87 -0.75 -5.99
O -0.03 1.15 -3.66
I -0.10 -1.83 -3.13
Au -0.09 -0.25 -0.11
P 2.33 -0.18 -0.30
C 2.97 1.15 0.77
C 3.32 -1.60 0.29
H 4.38 -1.48 0.02
H 4.08 0.15 -1.96
H 2.95 -2.53 -0.15
H 2.57 -0.47 -2.70
H 2.71 0.92 1.82
H 3.25 -1.69 1.38
C 2.98 0.22 -1.96
H 4.07 1.22 0.69
H 2.69 1.24 -2.24
H 2.52 2.10 0.48
P -2.48 -0.09 -0.38
C -3.16 1.22 0.69
C -3.13 0.27 -2.04
H -2.89 -2.47 -0.28
H -4.39 -1.53 -0.08
H -3.23 -1.69 1.27
C -3.32 -1.58 0.18
H -2.70 -0.42 -2.78
H -4.22 0.17 -2.02
H -4.26 1.22 0.62
H -2.79 2.19 0.35
H -2.86 1.29 -2.32
H -2.86 1.07 1.73
C -0.04 1.56 -1.09
O 0.14 2.65 -1.39
C -1.62 -4.01 2.50
Si -0.09 -3.22 1.74
C 1.45 -4.04 2.48
C -0.07 -3.68 -0.07
C 0.13 -1.33 1.89
Si -0.62 -0.72 3.53
C 0.20 -1.59 5.02
C -0.25 1.12 3.65
C -2.49 -0.95 3.70
H -1.48 -5.11 2.44
H -2.53 -3.78 1.93
H -1.80 -3.78 3.56
H 1.27 -5.13 2.51
H 2.33 -3.87 1.84
H 1.67 -3.70 3.49
H -0.98 -3.36 -0.59
H 0.80 -3.22 -0.56
H 0.01 -4.78 -0.16
H 1.23 -1.19 2.07
H 1.29 -1.44 5.03
H -0.19 -1.15 5.95
H 0.01 -2.67 5.07
H -0.92 1.71 3.01
H -0.38 1.47 4.69
H 0.78 1.33 3.35
H -3.06 -0.36 2.98
H -2.82 -1.99 3.64
H -2.77 -0.60 4.71
*
```

2.
Below is a structure of composition C16H40F6KO8P in a non-equilibrium geometry, with properties calculated with ωB97M-V/def2-TZVPD.

E_LUMO = -0.589 eV
HOMO-LUMO gap = 0.2984 hartree
highest occupied orbital energy = -8.71 eV
largest force on an atom = 0.0657 Eh/bohr

Structure (ORCA input):
```
! RIJCOSX wB97M-V def2-TZVPD def2/J DEFGRID3
* xyz 0 1
K -1.68 -4.12 1.58
P -2.82 -0.90 -0.02
F -3.13 0.61 0.44
F -3.48 -1.42 1.37
F -4.30 -0.94 -0.60
F -2.56 -2.40 -0.51
F -2.28 -0.34 -1.41
F -1.43 -0.96 0.81
C 4.17 -0.57 -4.94
O 3.18 -1.55 -4.43
C 2.10 -1.98 -5.35
C 0.99 -2.89 -4.76
O 0.14 -2.21 -3.78
C 0.68 -1.94 -2.53
H 5.16 -0.84 -4.56
H 3.91 0.42 -4.57
H 4.27 -0.57 -6.02
H 2.49 -2.46 -6.26
H 1.65 -1.05 -5.67
H 1.30 -3.89 -4.46
H 0.37 -3.17 -5.62
H 1.12 -0.95 -2.61
H 1.50 -2.58 -2.22
H -0.07 -1.88 -1.75
C -0.12 -6.91 3.65
O -0.09 -5.40 3.57
C 1.27 -4.91 3.35
C 1.51 -3.37 3.25
O 1.13 -3.04 1.97
C 1.64 -1.85 1.51
H 0.65 -7.48 4.17
H -0.18 -7.39 2.67
H -1.07 -7.10 4.15
H 1.67 -5.39 2.46
H 1.93 -5.23 4.15
H 2.60 -3.30 3.34
H 0.97 -2.65 3.85
H 2.01 -1.13 2.25
H 0.79 -1.27 1.15
H 2.40 -1.90 0.73
C -4.76 3.47 1.89
O -5.48 3.88 0.68
C -5.83 5.28 0.56
C -4.61 6.13 0.47
O -3.82 6.35 1.61
C -2.61 7.15 1.28
H -3.78 3.90 1.69
H -4.77 2.38 1.99
H -5.21 3.77 2.84
H -6.53 5.52 1.36
H -6.42 5.33 -0.35
H -4.84 7.17 0.26
H -3.98 5.79 -0.35
H -2.01 7.44 2.15
H -2.91 8.14 0.96
H -2.09 6.73 0.42
C 0.06 1.88 0.30
O 1.42 2.14 0.03
C 2.07 1.17 -0.85
C 3.57 0.99 -0.46
O 3.58 0.48 0.86
C 4.73 0.66 1.61
H -0.20 1.17 1.09
H -0.52 1.48 -0.53
H -0.47 2.82 0.44
H 2.01 1.22 -1.94
H 1.62 0.22 -0.57
H 4.06 1.97 -0.50
H 4.08 0.17 -0.96
H 5.57 0.07 1.24
H 4.64 0.31 2.64
H 5.03 1.69 1.78
*
```

3.
Below is a structure of composition C16H40N2O6Pb in a non-equilibrium geometry, with properties calculated with ωB97M-V/def2-TZVPD.

E_LUMO = 0.796 eV
HOMO-LUMO gap = 0.3112 hartree
highest occupied orbital energy = -7.67 eV
largest force on an atom = 0.0530 Eh/bohr

Structure (ORCA input):
```
! RIJCOSX wB97M-V def2-TZVPD def2/J DEFGRID3
* xyz 0 1
Pb -0.40 -0.26 -0.32
C 2.72 1.43 2.55
C 1.43 0.60 2.28
O 1.04 0.58 0.94
H 3.60 0.97 2.15
H 2.93 1.72 3.59
H 2.62 2.39 2.07
H 0.66 1.01 2.92
H 1.52 -0.42 2.64
C -3.09 -2.82 -1.13
C -1.89 -3.18 -0.16
O -1.46 -2.12 0.61
H -3.64 -3.60 -1.60
H -2.80 -2.05 -1.91
H -3.73 -2.27 -0.43
H -1.04 -3.74 -0.72
H -2.27 -3.99 0.54
C -1.14 -1.27 3.28
O -1.46 -0.14 2.53
C -2.77 0.25 2.69
C -3.34 0.67 1.30
N -2.41 1.44 0.46
C -2.10 2.80 0.99
C -0.99 3.49 0.12
O -1.50 3.50 -1.25
C -0.54 4.08 -2.09
H -1.50 -1.18 4.32
H -0.05 -1.37 3.31
H -1.59 -2.18 2.82
H -2.85 1.06 3.39
H -3.34 -0.61 3.13
H -4.18 1.36 1.44
H -3.72 -0.25 0.82
H -2.79 1.59 -0.44
H -1.61 2.72 1.96
H -3.06 3.36 1.12
H 0.01 2.95 0.22
H -0.78 4.55 0.42
H -0.95 4.21 -3.10
H 0.34 3.44 -2.06
H -0.32 5.07 -1.67
C 1.39 -3.66 1.21
O 1.82 -2.50 0.58
C 3.18 -2.39 0.34
C 3.39 -1.72 -1.06
N 2.50 -0.66 -1.34
C 2.82 0.00 -2.63
C 1.70 0.90 -3.16
O 0.61 0.09 -3.70
C -0.40 0.90 -4.25
H 2.06 -3.97 2.04
H 1.40 -4.54 0.51
H 0.37 -3.37 1.53
H 3.68 -3.38 0.17
H 3.77 -1.78 1.03
H 3.05 -2.48 -1.79
H 4.46 -1.42 -1.16
H 2.45 -0.02 -0.52
H 3.03 -0.81 -3.37
H 3.73 0.59 -2.60
H 2.17 1.53 -3.98
H 1.21 1.55 -2.45
H 0.08 1.63 -4.90
H -0.92 1.50 -3.46
H -1.11 0.27 -4.76
*
```

4.
Below is a cluster of 3 separate species, C16H40N2O7Si in total in a non-equilibrium geometry, with properties calculated with ωB97M-V/def2-TZVPD.

E_LUMO = 0.313 eV
HOMO-LUMO gap = 0.3221 hartree
highest occupied orbital energy = -8.45 eV
SMILES = CCO[SiH2]CC(=O)O.COCCNCCOC.COCCNCCOC
largest force on an atom = 0.1069 Eh/bohr

Structure (ORCA input):
```
! RIJCOSX wB97M-V def2-TZVPD def2/J DEFGRID3
* xyz 0 1
C -4.49 -0.81 7.05
C -4.12 -2.20 6.30
O -2.82 -2.73 6.67
Si -1.52 -1.96 5.83
C -1.86 -1.62 3.97
C -0.54 -1.35 3.11
O 0.45 -0.72 3.58
O -0.55 -1.88 1.77
H -5.51 -0.93 7.58
H -4.67 -0.03 6.22
H -3.68 -0.44 7.75
H -4.30 -2.10 5.18
H -4.90 -2.96 6.68
H -0.34 -2.86 5.90
H -1.11 -0.75 6.58
H -2.64 -0.78 3.93
H -2.34 -2.59 3.56
H -1.39 -1.50 1.40
C 1.91 5.76 0.34
O 2.56 4.76 -0.43
C 3.60 4.07 0.27
C 3.17 2.65 0.62
N 2.14 2.63 1.66
C 1.46 1.34 1.81
C 0.74 0.75 0.59
O -0.43 1.46 0.18
C -0.17 2.62 -0.59
H 1.33 6.38 -0.34
H 1.22 5.31 1.06
H 2.63 6.40 0.86
H 3.93 4.63 1.16
H 4.45 4.02 -0.41
H 4.04 2.09 0.98
H 2.82 2.18 -0.30
H 1.44 3.33 1.44
H 0.71 1.48 2.60
H 2.18 0.61 2.19
H 0.39 -0.24 0.87
H 1.41 0.58 -0.26
H 0.69 2.50 -1.25
H -0.04 3.49 0.07
H -1.05 2.83 -1.21
C -1.31 -1.11 -2.14
O -1.73 -1.43 -3.46
C -1.46 -0.40 -4.42
C -0.32 -0.80 -5.35
N 0.97 -0.81 -4.65
C 2.05 -1.48 -5.38
C 1.86 -2.96 -5.77
O 1.86 -3.86 -4.68
C 0.63 -3.94 -3.97
H -1.77 -1.83 -1.46
H -0.22 -1.21 -2.04
H -1.62 -0.11 -1.85
H -1.28 0.57 -3.94
H -2.37 -0.30 -5.02
H -0.27 -0.09 -6.18
H -0.56 -1.79 -5.76
H 0.86 -1.27 -3.76
H 2.94 -1.42 -4.74
H 2.28 -0.90 -6.28
H 2.72 -3.24 -6.39
H 0.98 -3.11 -6.41
H -0.24 -3.83 -4.62
H 0.61 -3.19 -3.17
H 0.58 -4.92 -3.49
*
```

no.,calculated total energy (hartree)
1,-2478.63275
2,-2776.00515
3,-1387.26647
4,-1559.18071